Entry 1:
DFT (ωB97M-V with the def2-TZVPD basis set) results for C53H42Cl3IN13O4RbS as an isolated structure.

LUMO, Eh: 0.117
Charge: -2
Gap between HOMO and LUMO, eV: 4.26
Relative energy (zero: lowest compared OMol25 entry of this formula, charge and spin), eV: 0.927
Highest occupied orbital energy, eV: -1.076

XYZ file:
```
118
C53H42Cl3IN13O4RbS | the Open Molecules 2025 dataset | ωB97M-V with the def2-TZVPD basis set
Rb 0.67 -2.63 0.11
C 0.21 -4.51 4.06
C 0.72 -4.68 2.61
O -0.16 -4.82 1.70
C 2.09 -4.65 2.42
C 2.73 -4.77 1.11
C 4.22 -4.49 1.01
N 2.05 -5.16 0.10
N 2.50 -5.17 -1.22
C 2.85 -4.03 -1.77
O 2.86 -2.85 -1.24
C 3.14 -4.18 -3.25
C 3.37 -5.41 -3.87
C 3.64 -5.48 -5.23
C 3.68 -4.32 -6.01
C 3.45 -3.09 -5.40
C 3.19 -3.03 -4.03
H 0.42 -3.49 4.42
H 0.70 -5.21 4.74
H -0.87 -4.68 4.08
H 2.73 -4.48 3.28
H 4.76 -5.13 1.72
H 4.43 -3.44 1.25
H 4.58 -4.68 0.00
H 3.32 -6.30 -3.25
H 3.81 -6.45 -5.70
H 3.89 -4.38 -7.07
H 3.48 -2.18 -5.99
H 3.02 -2.08 -3.53
C -5.21 -0.87 0.72
N -3.91 -1.23 1.22
C -2.74 -1.08 0.59
N -1.76 -1.41 1.38
C -2.40 -1.79 2.53
N -3.72 -1.67 2.50
C -5.51 0.62 0.67
C -6.59 1.04 -0.10
C -6.90 2.38 -0.21
C -6.12 3.33 0.42
C -5.03 2.93 1.18
C -4.73 1.57 1.32
C -4.14 3.96 1.76
N -4.35 5.21 1.91
N -3.17 5.75 2.45
C -2.36 4.77 2.61
O -2.91 3.60 2.19
C -0.97 4.74 3.10
C -0.41 5.85 3.72
C 0.90 5.79 4.15
C 1.65 4.64 3.98
C 1.10 3.53 3.36
C 1.90 2.26 3.14
N 1.46 1.19 4.02
C 0.38 0.39 3.92
N 0.33 -0.45 4.93
C 1.45 -0.12 5.63
N 2.17 0.86 5.13
C -0.21 3.60 2.91
H -5.94 -1.37 1.35
H -5.30 -1.28 -0.29
H -2.64 -0.73 -0.44
H -1.87 -2.15 3.41
H -7.18 0.30 -0.64
H -7.73 2.69 -0.82
H -6.32 4.39 0.32
H -3.86 1.26 1.90
H -1.01 6.75 3.85
H 1.34 6.65 4.65
H 2.67 4.60 4.34
H 2.94 2.42 3.35
H 1.80 1.92 2.11
H -0.32 0.42 3.09
H 1.75 -0.64 6.53
H -0.66 2.75 2.41
Cl -3.39 4.51 -3.68
C -2.58 3.06 -3.11
C -2.09 3.00 -1.82
C -1.46 1.85 -1.38
Cl -0.83 1.85 0.25
C -1.28 0.65 -2.16
O -0.76 -0.43 -1.76
C -1.80 0.83 -3.50
Cl -1.59 -0.49 -4.61
C -2.43 1.97 -3.96
H -2.20 3.85 -1.16
H -2.79 2.02 -4.98
S 5.06 1.93 -3.03
C 4.24 1.17 -1.64
C 4.93 0.95 -0.45
C 4.24 0.39 0.61
N 2.96 0.04 0.54
C 2.32 0.21 -0.62
C 2.92 0.78 -1.74
C 4.45 3.59 -2.89
C 4.28 4.34 -4.05
C 3.88 5.66 -3.93
N 3.62 6.27 -2.77
C 3.77 5.52 -1.67
C 4.18 4.20 -1.68
H 5.98 1.21 -0.37
H 4.74 0.22 1.56
H 1.29 -0.12 -0.67
H 2.35 0.92 -2.66
H 4.46 3.89 -5.02
H 3.73 6.26 -4.83
H 3.54 6.02 -0.73
H 4.27 3.65 -0.75
I -5.37 -2.03 -3.28
C -4.14 -3.13 -1.98
C -4.71 -3.99 -1.05
C -3.86 -4.64 -0.17
C -2.49 -4.42 -0.25
N -1.96 -3.60 -1.17
C -2.76 -2.96 -2.03
H -5.78 -4.13 -1.01
H -4.26 -5.30 0.59
H -1.78 -4.88 0.44
H -2.29 -2.27 -2.72
```

---

Entry 2:
DFT (ωB97M-V with the def2-TZVPD basis set) results for C53H42N6NaO4 as an isolated structure.

LUMO, Eh: 0.073
Charge: -1
Gap between HOMO and LUMO, eV: 5.46
Highest occupied orbital energy, eV: -3.463

XYZ file:
```
106
C53H42N6NaO4 | the Open Molecules 2025 dataset | ωB97M-V with the def2-TZVPD basis set
Na -0.23 0.35 0.28
C 2.88 -4.24 -8.02
O 2.88 -2.86 -7.75
C 2.42 -2.45 -6.53
C 2.53 -1.10 -6.25
C 2.08 -0.60 -5.04
C 1.51 -1.43 -4.07
C 1.42 -2.79 -4.37
C 1.86 -3.30 -5.59
C 1.02 -0.92 -2.76
C 1.96 -0.27 -1.92
C 3.36 -0.01 -2.25
C 3.89 0.65 -1.19
C 2.83 0.76 -0.19
N 1.71 0.20 -0.69
C 3.00 1.25 1.13
C 2.10 1.14 2.22
C 2.39 1.50 3.60
C 1.31 1.13 4.33
C 0.34 0.55 3.39
C -0.94 0.06 3.73
C -1.27 0.03 5.19
C -0.56 -0.78 6.06
C -0.85 -0.82 7.42
C -1.89 -0.04 7.92
O -2.26 -0.01 9.24
C -1.50 -0.78 10.14
C -2.62 0.77 7.06
C -2.31 0.80 5.72
C -1.95 -0.39 2.85
N -1.86 -0.38 1.50
C -3.00 -0.87 0.98
C -3.23 -1.14 -0.39
C -4.63 -1.53 -0.74
C -5.66 -0.60 -0.72
C -6.98 -0.95 -1.03
C -7.27 -2.26 -1.38
O -8.52 -2.70 -1.71
C -9.58 -1.77 -1.63
C -6.25 -3.21 -1.40
C -4.96 -2.84 -1.09
C -2.29 -1.17 -1.44
C -2.54 -1.63 -2.80
C -1.35 -1.63 -3.44
C -0.35 -1.15 -2.48
N -0.97 -0.91 -1.31
C -3.90 -1.21 2.07
C -3.25 -0.93 3.22
N 0.86 0.60 2.15
C 4.33 1.88 1.42
C 5.29 1.22 2.19
C 6.52 1.79 2.45
C 6.83 3.05 1.93
O 8.07 3.53 2.23
C 8.40 4.81 1.73
C 5.89 3.72 1.16
C 4.65 3.13 0.92
H 3.35 -4.37 -8.99
H 1.87 -4.64 -8.05
H 3.45 -4.79 -7.26
H 2.96 -0.44 -7.00
H 2.15 0.46 -4.84
H 0.99 -3.45 -3.64
H 1.76 -4.37 -5.77
H 3.87 -0.31 -3.14
H 4.91 0.99 -1.07
H 3.28 1.98 3.96
H 1.17 1.25 5.39
H 0.24 -1.39 5.68
H -0.28 -1.47 8.07
H -1.91 -0.59 11.13
H -0.44 -0.48 10.13
H -1.57 -1.85 9.93
H -3.41 1.38 7.47
H -2.87 1.44 5.05
H -5.44 0.43 -0.44
H -7.74 -0.19 -1.00
H -10.48 -2.32 -1.89
H -9.44 -0.95 -2.34
H -9.67 -1.36 -0.63
H -6.50 -4.23 -1.67
H -4.17 -3.59 -1.10
H -3.50 -1.89 -3.22
H -1.16 -1.89 -4.47
H -4.89 -1.64 1.97
H -3.60 -1.11 4.23
H 5.05 0.24 2.59
H 7.26 1.27 3.04
H 9.41 5.02 2.08
H 7.72 5.58 2.11
H 8.39 4.83 0.64
H 6.10 4.70 0.75
H 3.92 3.66 0.32
N 1.48 3.19 -1.79
C 0.53 2.72 -2.69
C 0.80 2.71 -4.07
C -0.17 2.23 -4.93
C -1.38 1.80 -4.41
C -1.56 1.88 -3.04
N -0.64 2.34 -2.19
H 2.42 2.93 -2.05
H 1.27 2.87 -0.86
H 1.76 3.05 -4.43
H 0.02 2.19 -5.99
H -2.16 1.39 -5.04
H -2.49 1.54 -2.59
```

---

Entry 3:
DFT (ωB97M-V with the def2-TZVPD basis set) results for C53H43CaClGeN6O11S2 as an isolated structure.

LUMO, Eh: 0.138
Charge: -2
Gap between HOMO and LUMO, eV: 7.14
Relative energy (zero: lowest compared OMol25 entry of this formula, charge and spin), eV: 0.000
Highest occupied orbital energy, eV: -3.386

XYZ file:
```
118
C53H43CaClGeN6O11S2 | the Open Molecules 2025 dataset | ωB97M-V with the def2-TZVPD basis set
Ca 1.09 0.03 2.12
O -1.66 5.56 2.43
C -1.30 4.26 2.62
C -2.14 3.22 2.22
C -1.69 1.93 2.39
N -0.53 1.66 2.97
C 0.26 2.65 3.38
C -0.08 3.98 3.21
C 1.60 2.24 4.03
O 2.33 3.14 4.43
O 1.80 0.98 4.07
C -2.45 0.69 1.90
O -3.69 0.77 1.87
O -1.71 -0.26 1.53
H -2.49 5.58 1.95
H -3.11 3.39 1.76
H 0.61 4.76 3.51
N -1.32 -3.81 0.78
C -0.96 -4.26 -0.51
C -1.96 -4.63 -1.39
C -1.65 -5.03 -2.69
C -0.33 -5.05 -3.10
C 0.68 -4.68 -2.20
C 0.37 -4.29 -0.91
S 1.67 -3.79 0.17
N 0.87 -3.27 1.56
C -0.40 -3.30 1.67
C -0.98 -2.72 2.92
C -2.17 -3.18 3.45
C -2.68 -2.55 4.58
C -1.98 -1.49 5.13
C -0.79 -1.11 4.53
N -0.30 -1.71 3.45
H -2.25 -3.43 0.85
H -3.00 -4.59 -1.07
H -2.44 -5.29 -3.37
H -0.07 -5.34 -4.11
H 1.71 -4.68 -2.53
H -2.70 -4.01 3.00
H -3.62 -2.87 5.01
H -2.35 -0.95 5.99
H -0.20 -0.27 4.90
O 6.81 -0.55 4.10
C 6.71 0.76 3.94
O 7.49 1.53 4.46
C 5.60 1.25 3.07
C 5.42 2.57 2.71
Cl 6.27 3.94 3.28
N 4.37 2.66 1.87
N 3.80 1.45 1.70
C 4.52 0.60 2.40
C 4.10 -0.86 2.39
O 4.92 -1.69 2.84
O 2.98 -1.12 1.93
C 3.83 3.75 1.12
C 4.62 4.82 0.72
C 4.06 5.84 -0.04
C 2.73 5.78 -0.42
C 1.96 4.68 -0.06
C 2.50 3.67 0.72
H 6.07 -1.05 3.60
H 5.67 4.86 0.98
H 4.68 6.67 -0.34
H 2.30 6.57 -1.03
H 0.94 4.57 -0.39
H 1.90 2.80 0.95
C 6.13 -1.81 -0.41
S 4.60 -1.09 -1.01
C 5.19 -0.36 -2.55
H 6.51 -2.58 -1.08
H 5.91 -2.25 0.56
H 6.90 -1.04 -0.27
H 6.00 0.35 -2.36
H 4.35 0.19 -2.98
H 5.52 -1.11 -3.26
O 0.70 2.05 -1.79
C 0.81 1.05 -1.07
O 0.87 1.06 0.21
C 0.77 -0.34 -1.69
C -0.49 -1.12 -1.28
Ge -2.22 -0.49 -1.90
C -2.13 -0.62 -3.87
C -2.62 0.38 -4.71
C -2.55 0.26 -6.09
C -1.99 -0.87 -6.66
C -1.50 -1.88 -5.84
C -1.57 -1.75 -4.46
C -3.62 -1.78 -1.38
C -4.02 -1.91 -0.05
C -5.03 -2.81 0.30
C -5.66 -3.58 -0.67
C -5.28 -3.44 -2.00
C -4.27 -2.55 -2.35
C -3.01 1.27 -1.53
C -4.41 1.34 -1.61
C -5.08 2.54 -1.47
C -4.36 3.71 -1.25
C -2.98 3.65 -1.16
C -2.31 2.44 -1.29
H 1.65 -0.90 -1.35
H 0.81 -0.25 -2.78
H -0.55 -1.23 -0.20
H -0.44 -2.12 -1.71
H -3.05 1.28 -4.28
H -2.93 1.06 -6.72
H -1.93 -0.97 -7.74
H -1.05 -2.77 -6.28
H -1.18 -2.55 -3.85
H -3.57 -1.28 0.71
H -5.33 -2.88 1.34
H -6.44 -4.27 -0.39
H -5.78 -4.02 -2.77
H -3.99 -2.45 -3.39
H -4.99 0.44 -1.77
H -6.16 2.57 -1.52
H -4.88 4.66 -1.14
H -2.40 4.56 -0.98
H -1.22 2.44 -1.22
```

---

Entry 4:
DFT (ωB97M-V with the def2-TZVPD basis set) results for C53H44ClN2O4PTi as an isolated structure.

LUMO, Eh: 0.021
Gap between HOMO and LUMO, eV: 9.38
Highest occupied orbital energy, eV: -8.815

XYZ file:
```
106
C53H44ClN2O4PTi | the Open Molecules 2025 dataset | ωB97M-V with the def2-TZVPD basis set
Ti -0.68 -0.37 0.03
O 0.86 -0.88 0.91
C 1.34 -1.14 2.20
C 0.35 -2.08 2.91
C -0.97 -1.43 3.24
C -1.45 -1.42 4.54
C -2.66 -0.83 4.82
C -3.37 -0.26 3.78
C -2.85 -0.31 2.50
C -3.58 0.30 1.34
C -2.83 1.55 0.81
O -1.51 1.20 0.52
C -3.46 2.05 -0.50
C -2.68 2.89 -1.30
C -3.15 3.34 -2.52
C -4.42 2.96 -2.96
C -5.20 2.13 -2.17
C -4.72 1.68 -0.95
C -2.86 2.63 1.89
C -3.99 3.42 2.07
C -4.04 4.35 3.11
C -2.96 4.49 3.97
C -1.83 3.70 3.78
C -1.78 2.78 2.75
N -1.66 -0.87 2.23
C 2.69 -1.87 2.05
C 2.71 -3.11 1.42
C 3.90 -3.81 1.26
C 5.09 -3.27 1.73
C 5.08 -2.03 2.35
C 3.89 -1.33 2.50
C 1.51 0.17 2.96
C 1.58 0.21 4.35
C 1.76 1.41 5.03
C 1.88 2.59 4.32
C 1.83 2.57 2.93
C 1.64 1.37 2.26
H 0.79 -2.47 3.83
H 0.17 -2.92 2.25
H -0.86 -1.88 5.33
H -3.05 -0.80 5.83
H -4.33 0.22 3.95
H -4.59 0.58 1.65
H -3.65 -0.42 0.53
H -1.69 3.16 -0.96
H -2.54 3.99 -3.13
H -4.79 3.31 -3.91
H -6.18 1.83 -2.51
H -5.34 1.02 -0.35
H -4.83 3.32 1.39
H -4.92 4.96 3.24
H -3.00 5.21 4.77
H -0.98 3.81 4.45
H -0.90 2.16 2.61
H 1.79 -3.55 1.05
H 3.89 -4.77 0.76
H 6.02 -3.81 1.61
H 6.00 -1.60 2.71
H 3.90 -0.36 2.98
H 1.50 -0.71 4.92
H 1.80 1.41 6.11
H 2.02 3.53 4.84
H 1.93 3.49 2.37
H 1.60 1.35 1.18
Cl -2.87 -1.69 -4.21
C -2.94 -1.27 -2.48
C -2.31 -2.34 -1.58
O -2.39 -3.51 -1.83
O -1.78 -1.84 -0.49
H -3.99 -1.16 -2.23
H -2.43 -0.32 -2.35
N -0.05 0.08 -1.64
P 1.08 -0.49 -2.57
C 1.09 0.35 -4.17
C -0.04 1.05 -4.56
C -0.07 1.66 -5.81
C 1.02 1.57 -6.65
C 2.16 0.87 -6.26
C 2.20 0.26 -5.01
C 2.73 -0.26 -1.85
C 2.98 0.98 -1.26
C 4.20 1.21 -0.63
C 5.16 0.21 -0.59
C 4.92 -1.02 -1.19
C 3.70 -1.25 -1.82
C 0.92 -2.25 -2.93
C 1.01 -3.12 -1.83
C 0.79 -4.47 -2.00
C 0.47 -4.97 -3.26
C 0.39 -4.11 -4.35
C 0.61 -2.75 -4.18
H -0.88 1.12 -3.88
H -0.96 2.21 -6.12
H 1.00 2.04 -7.63
H 3.01 0.81 -6.92
H 3.08 -0.28 -4.69
H 2.21 1.74 -1.28
H 4.39 2.17 -0.16
H 6.10 0.39 -0.09
H 5.66 -1.80 -1.14
H 3.51 -2.22 -2.27
H 1.24 -2.71 -0.86
H 0.84 -5.14 -1.15
H 0.28 -6.02 -3.39
H 0.13 -4.50 -5.32
H 0.52 -2.08 -5.03
```

---

Electronic energy across the listed records, respectively: -140365.0546, -77192.0112, -196281.0205, -111778.9427 eV.